1.
ORCA calculation (ωB97M-V/def2-TZVPD) on an isolated molecule of C4H8O2.

Last column: Mulliken charge in e.
Atoms and positions in Å:
1 C -1.47 -0.30 -0.74  -1.479
2 C -0.32 0.46 -0.08  0.507
3 O -0.78 1.35 0.92  -0.555
4 C 0.66 -0.51 0.61  -0.618
5 C 2.09 -0.28 0.20  -0.014
6 O 2.84 -1.15 -0.17  -0.481
7 H -2.15 0.39 -1.26  0.414
8 H -1.08 -1.01 -1.48  0.365
9 H -2.04 -0.85 0.01  0.346
10 H 0.22 1.03 -0.86  0.222
11 H -1.40 1.97 0.50  0.308
12 H 0.41 -1.56 0.43  0.275
13 H 0.58 -0.32 1.69  0.349
14 H 2.43 0.78 0.24  0.359

SMILES = C[C@@H](O)CC=O
Frontier orbital gap = 10.68 eV
Largest force on an atom = 0.467 eV/A
LUMO energy = 0.0295 hartree
Multiplicity = 1

2.
ORCA calculation (ωB97M-V/def2-TZVPD) on a cluster of 3 separate species, C4H8O2 in total.

Last column: Mulliken charge in e.
Atoms and positions in Å:
1 C 2.00 0.13 -0.24  -0.827
2 O 0.87 -0.73 -0.13  -0.304
3 C -0.39 -0.21 -0.14  0.397
4 C -1.39 -1.15 0.27  -0.992
5 C -0.45 1.19 0.48  0.119
6 O -1.26 2.06 0.29  -0.453
7 H 2.78 -0.46 -0.73  0.262
8 H 1.78 1.01 -0.86  0.377
9 H 2.36 0.46 0.74  0.318
10 H -1.48 0.27 -1.11  0.047
11 H -2.01 -1.66 -0.46  0.290
12 H -1.15 -1.77 1.14  0.274
13 H -2.17 0.09 -0.51  0.160
14 H 0.36 1.33 1.23  0.332

Frontier orbital gap = 9.06 eV
Largest force on an atom = 0.543 eV/A
LUMO energy = 0.0070 hartree
Multiplicity = 1

3.
ORCA calculation (ωB97M-V/def2-TZVPD) on an isolated molecule of C4H8O2 at a distorted geometry.

Last column: Mulliken charge in e.
Atoms and positions in Å:
1 C 1.12 0.68 0.34  -1.094
2 C -0.42 -0.27 0.48  0.160
3 C 0.17 -1.65 0.57  -0.145
4 O 0.61 -2.12 1.59  -0.472
5 C -1.09 0.14 -0.82  -0.529
6 O -0.43 1.33 -1.24  -0.570
7 H 1.38 0.59 1.37  0.386
8 H 1.35 1.73 0.02  0.353
9 H 1.75 0.08 -0.33  0.312
10 H -1.02 -0.09 1.39  0.344
11 H 0.31 -2.17 -0.40  0.322
12 H -0.90 -0.60 -1.61  0.293
13 H -2.16 0.35 -0.78  0.291
14 H -0.67 2.00 -0.59  0.349

SMILES = C[C@H](C=O)CO
Frontier orbital gap = 10.42 eV
Largest force on an atom = 2.172 eV/A
LUMO energy = 0.0240 hartree
Multiplicity = 1

4.
ORCA calculation (ωB97M-V/def2-TZVPD) on an isolated molecule of C4H8O2.

Last column: Mulliken charge in e.
Atoms and positions in Å:
1 C -1.12 1.29 -0.74  -0.677
2 O 0.24 1.19 -0.36  -0.371
3 C 0.43 0.51 0.86  -0.531
4 C 0.94 -0.93 0.63  -0.347
5 C 0.34 -1.55 -0.61  0.031
6 O -0.84 -1.78 -0.74  -0.490
7 H -1.14 1.70 -1.75  0.238
8 H -1.67 1.96 -0.06  0.292
9 H -1.60 0.31 -0.73  0.313
10 H -0.50 0.49 1.45  0.324
11 H 1.18 1.06 1.44  0.324
12 H 0.66 -1.54 1.49  0.288
13 H 2.03 -0.92 0.54  0.279
14 H 1.04 -1.78 -1.43  0.325

SMILES = COCCC=O
Frontier orbital gap = 10.82 eV
Largest force on an atom = 0.465 eV/A
LUMO energy = 0.0342 hartree
Multiplicity = 1

5.
ORCA calculation (ωB97M-V/def2-TZVPD) on an isolated molecule of C4H8O2 at a distorted geometry.

Last column: Mulliken charge in e.
Atoms and positions in Å:
1 C -0.31 -1.55 -0.55  -1.452
2 C 0.15 -0.34 0.23  1.156
3 C 1.16 0.54 -0.51  -0.448
4 O 0.22 1.29 -1.39  -0.522
5 C -0.23 -0.23 1.69  -0.651
6 O -1.01 0.36 0.68  -0.497
7 H -1.12 -2.20 -0.12  0.340
8 H -0.58 -1.36 -1.59  0.317
9 H 0.61 -2.23 -0.62  0.326
10 H 1.80 1.18 0.18  0.257
11 H 1.75 -0.20 -1.24  0.268
12 H -0.48 1.64 -0.75  0.354
13 H 0.27 0.49 2.41  0.247
14 H -0.52 -1.11 2.18  0.306

SMILES = C[C@]1(CO)CO1
Frontier orbital gap = 11.18 eV
Largest force on an atom = 2.946 eV/A
LUMO energy = 0.0345 hartree
Multiplicity = 1

6.
ORCA calculation (ωB97M-V/def2-TZVPD) on a cluster of 2 separate species, C4H8O2 in total.

Last column: Mulliken charge in e.
Atoms and positions in Å:
1 C 0.85 -0.31 -0.97  -0.747
2 C -0.40 -0.13 -0.53  0.673
3 C -1.12 -1.04 0.43  -1.091
4 C -1.13 1.06 -1.03  -0.082
5 O -2.26 1.35 -0.71  -0.494
6 H 1.47 -1.15 -0.64  0.241
7 H 1.32 0.39 -1.66  0.258
8 H -1.89 -0.49 0.97  0.330
9 H -0.42 -1.49 1.14  0.305
10 H -1.62 -1.85 -0.11  0.314
11 H -0.54 1.70 -1.72  0.275
12 O 2.21 0.73 1.38  -0.643
13 H 1.28 0.86 1.18  0.352
14 H 2.23 0.37 2.27  0.309

SMILES = C=C(C)C=O.O
Frontier orbital gap = 10.36 eV
Largest force on an atom = 0.465 eV/A
LUMO energy = 0.0107 hartree
Multiplicity = 1

7.
ORCA calculation (ωB97M-V/def2-TZVPD) on a cluster of 2 separate species, C4H8O2 in total at a distorted geometry.

Last column: Mulliken charge in e.
Atoms and positions in Å:
1 C -2.04 -0.03 -0.01  -1.141
2 C -0.75 0.59 0.51  -0.334
3 C 0.44 0.26 -0.36  -0.344
4 O 1.59 0.87 0.19  -0.523
5 C 3.16 -1.46 0.59  0.121
6 O 2.91 -2.15 1.46  -0.139
7 H -1.97 -1.13 -0.05  0.317
8 H -2.89 0.22 0.63  0.322
9 H -2.26 0.31 -1.03  0.310
10 H -0.55 0.24 1.53  0.270
11 H -0.85 1.68 0.56  0.275
12 H 0.56 -0.84 -0.41  0.270
13 H 0.26 0.61 -1.39  0.278
14 H 2.35 0.62 -0.34  0.317

Frontier orbital gap = 11.44 eV
Largest force on an atom = 1.532 eV/A
LUMO energy = 0.0402 hartree
Multiplicity = 1

8.
ORCA calculation (ωB97M-V/def2-TZVPD) on an isolated molecule of C4H8O2.

Last column: Mulliken charge in e.
Atoms and positions in Å:
1 C 1.95 0.01 -0.30  -0.796
2 O 0.79 -0.79 -0.14  -0.382
3 C -0.42 -0.08 -0.30  0.558
4 C -1.58 -0.97 0.15  -1.384
5 C -0.46 1.20 0.51  -0.038
6 O -1.33 2.02 0.41  -0.477
7 H 2.70 -0.51 -0.91  0.270
8 H 1.73 0.97 -0.79  0.365
9 H 2.40 0.22 0.68  0.263
10 H -0.55 0.20 -1.36  0.238
11 H -1.75 -1.78 -0.56  0.321
12 H -1.36 -1.41 1.14  0.346
13 H -2.50 -0.38 0.22  0.386
14 H 0.37 1.32 1.24  0.330

SMILES = CO[C@@H](C)C=O
Frontier orbital gap = 10.52 eV
Largest force on an atom = 0.555 eV/A
LUMO energy = 0.0318 hartree
Multiplicity = 1

9.
ORCA calculation (ωB97M-V/def2-TZVPD) on an isolated molecule of C4H8O2.

Last column: Mulliken charge in e.
Atoms and positions in Å:
1 C 0.67 0.86 1.55  -1.087
2 C -0.25 -0.23 0.97  -0.308
3 C 0.03 -0.44 -0.49  0.019
4 O 1.14 -0.99 -0.90  -0.540
5 C -0.78 -0.04 -1.63  0.210
6 O -0.23 -0.20 -2.77  -0.749
7 H 1.73 0.57 1.46  0.303
8 H 0.44 1.02 2.61  0.335
9 H 0.53 1.82 1.03  0.329
10 H -1.30 0.06 1.08  0.283
11 H -0.10 -1.17 1.52  0.284
12 H -1.27 -1.11 -1.05  0.109
13 H -1.62 0.66 -1.45  0.372
14 H 1.01 -0.82 -1.93  0.440

Frontier orbital gap = 9.74 eV
Largest force on an atom = 0.654 eV/A
LUMO energy = 0.0214 hartree
Multiplicity = 1

10.
ORCA calculation (ωB97M-V/def2-TZVPD) on an isolated molecule of C4H8O2 at a distorted geometry.

Last column: Mulliken charge in e.
Atoms and positions in Å:
1 O 1.91 -1.24 -0.53  -0.516
2 C 1.10 -0.12 -0.77  -0.707
3 C 0.42 0.41 0.46  -0.020
4 C -0.82 1.20 0.20  -0.634
5 C -0.89 -0.18 0.86  -0.193
6 O -1.35 -1.39 0.28  -0.530
7 H 1.35 -1.91 -0.11  0.345
8 H 0.37 -0.31 -1.58  0.319
9 H 1.76 0.67 -1.15  0.318
10 H 1.10 0.74 1.24  0.348
11 H -1.29 1.28 -0.77  0.249
12 H -0.97 2.07 0.85  0.268
13 H -1.47 0.14 1.70  0.418
14 H -1.21 -1.35 -0.68  0.336

SMILES = OC[C@H]1C[C@H]1O
Frontier orbital gap = 10.33 eV
Largest force on an atom = 2.135 eV/A
LUMO energy = 0.0308 hartree
Multiplicity = 1

11.
ORCA calculation (ωB97M-V/def2-TZVPD) on an isolated molecule of C4H8O2.

Last column: Mulliken charge in e.
Atoms and positions in Å:
1 C -1.96 -0.46 -0.50  -1.158
2 C -0.54 -0.12 -0.91  -0.171
3 O -0.07 0.75 0.13  -0.319
4 C 1.32 0.86 0.31  -0.479
5 C 1.75 -0.16 1.35  0.112
6 O 2.41 -1.14 1.11  -0.457
7 H -2.44 0.47 -0.20  0.292
8 H -1.94 -1.13 0.37  0.283
9 H -2.55 -0.94 -1.29  0.365
10 H 0.08 -1.03 -1.01  0.329
11 H -0.52 0.40 -1.88  0.267
12 H 1.55 1.86 0.70  0.287
13 H 1.88 0.70 -0.62  0.320
14 H 1.38 0.06 2.38  0.331

SMILES = CCOCC=O
Frontier orbital gap = 10.59 eV
Largest force on an atom = 0.505 eV/A
LUMO energy = 0.0371 hartree
Multiplicity = 1

12.
ORCA calculation (ωB97M-V/def2-TZVPD) on an isolated molecule of C4H8O2 at a distorted geometry.

Last column: Mulliken charge in e.
Atoms and positions in Å:
1 C 1.75 0.44 -0.08  -1.502
2 C 0.87 -0.61 0.56  0.719
3 O 0.27 -0.28 1.74  -0.579
4 C -0.56 -0.59 0.26  -0.744
5 C -1.24 0.37 -0.59  -0.169
6 O -2.53 0.78 -0.30  -0.505
7 H 1.31 1.44 0.02  0.414
8 H 1.91 0.21 -1.14  0.299
9 H 2.72 0.45 0.43  0.345
10 H 1.31 -1.61 0.50  0.343
11 H -1.21 -1.43 0.51  0.511
12 H -1.00 -0.62 -1.27  0.178
13 H -0.73 1.18 -1.10  0.333
14 H -2.87 0.28 0.45  0.359

SMILES = C[C@H]1O[C@H]1CO
Frontier orbital gap = 10.37 eV
Largest force on an atom = 3.364 eV/A
LUMO energy = 0.0278 hartree
Multiplicity = 1

13.
ORCA calculation (ωB97M-V/def2-TZVPD) on an isolated molecule of C4H8O2.

Last column: Mulliken charge in e.
Atoms and positions in Å:
1 C -1.74 0.44 -0.90  -0.703
2 O -1.15 -0.03 0.28  -0.378
3 C 0.14 -0.55 0.11  0.146
4 C 1.25 0.44 -0.27  -0.375
5 O 1.81 0.39 1.04  -0.403
6 C 0.87 -0.61 1.45  -0.469
7 H -1.28 1.38 -1.24  0.264
8 H -1.68 -0.30 -1.71  0.322
9 H -2.79 0.64 -0.67  0.236
10 H 0.11 -1.47 -0.49  0.381
11 H 0.92 1.45 -0.55  0.286
12 H 1.95 0.07 -1.03  0.213
13 H 0.24 -0.29 2.29  0.254
14 H 1.36 -1.56 1.69  0.227

SMILES = COC1COC1
Frontier orbital gap = 10.85 eV
Largest force on an atom = 0.384 eV/A
LUMO energy = 0.0378 hartree
Multiplicity = 1

14.
ORCA calculation (ωB97M-V/def2-TZVPD) on an isolated molecule of C4H8O2 at a distorted geometry.

Last column: Mulliken charge in e.
Atoms and positions in Å:
1 C 1.83 0.31 -0.32  -1.175
2 C 0.91 -0.78 0.26  -0.100
3 O 0.35 -0.42 1.54  -0.460
4 C -0.61 -0.62 0.57  0.192
5 C -1.30 0.54 -0.13  -0.427
6 O -2.59 0.37 -0.68  -0.501
7 H 1.27 1.19 -0.65  0.316
8 H 2.43 -0.04 -1.17  0.334
9 H 2.54 0.65 0.46  0.292
10 H 1.36 -1.78 0.25  0.358
11 H -1.24 -1.51 0.55  0.369
12 H -0.56 0.13 -0.86  0.186
13 H -1.07 1.56 0.21  0.305
14 H -3.31 0.41 -0.04  0.311

SMILES = C[C@H]1O[C@H]1CO
Frontier orbital gap = 10.18 eV
Largest force on an atom = 3.565 eV/A
LUMO energy = 0.0324 hartree
Multiplicity = 1

15.
ORCA calculation (ωB97M-V/def2-TZVPD) on a cluster of 2 separate species, C4H8O2 in total at a distorted geometry.

Last column: Mulliken charge in e.
Atoms and positions in Å:
1 O -0.74 -2.12 0.19  -0.516
2 C -0.39 -0.84 0.01  0.130
3 C -0.15 -0.12 -1.09  -0.748
4 C 0.09 1.14 -0.28  0.516
5 O -0.90 2.15 -0.38  -0.552
6 C -0.17 0.28 0.99  -0.790
7 H -0.53 -2.42 1.08  0.363
8 H -0.13 -0.36 -2.15  0.410
9 H 1.09 1.59 -0.32  0.299
10 H -0.78 2.58 -1.24  0.286
11 H -1.10 0.55 1.48  0.282
12 H 0.65 0.23 1.73  0.279
13 H 1.67 -1.57 0.27  0.052
14 H 1.45 -1.12 -0.31  -0.012

SMILES = OC1=C[C@@H](O)C1.[H][H]
Frontier orbital gap = 9.60 eV
Largest force on an atom = 1.607 eV/A
LUMO energy = 0.0302 hartree
Multiplicity = 1

16.
ORCA calculation (ωB97M-V/def2-TZVPD) on an isolated molecule of C4H8O2.

Last column: Mulliken charge in e.
Atoms and positions in Å:
1 C 1.73 0.28 -0.06  -1.056
2 C 0.95 -0.65 0.48  -0.020
3 C -0.50 -0.88 0.13  0.071
4 O -1.13 -0.61 1.37  -0.562
5 C -1.04 0.19 -0.84  -0.542
6 O -0.92 1.43 -0.15  -0.603
7 H 1.58 0.63 -1.08  0.354
8 H 2.64 0.60 0.44  0.251
9 H 1.24 -1.15 1.40  0.318
10 H -0.74 -1.90 -0.19  0.336
11 H -1.24 0.36 1.30  0.454
12 H -2.10 0.00 -1.06  0.314
13 H -0.50 0.24 -1.79  0.271
14 H 0.04 1.48 0.05  0.415

SMILES = C=C[C@@H](O)CO
Frontier orbital gap = 11.07 eV
Largest force on an atom = 0.800 eV/A
LUMO energy = 0.0363 hartree
Multiplicity = 1

17.
ORCA calculation (ωB97M-V/def2-TZVPD) on a cluster of 2 separate species, C4H8O2 in total.

Last column: Mulliken charge in e.
Atoms and positions in Å:
1 C -0.76 -0.86 1.18  -0.152
2 C -1.31 0.18 0.55  -0.225
3 O -0.61 1.11 -0.16  -0.348
4 C 0.79 1.02 0.08  -0.392
5 C 1.24 -0.43 0.11  -0.336
6 O 0.58 -1.15 1.14  -0.380
7 H -1.34 -1.56 1.77  0.353
8 H -2.38 0.38 0.57  0.354
9 H 1.02 1.50 1.05  0.274
10 H 1.29 1.57 -0.72  0.313
11 H 2.31 -0.50 0.33  0.321
12 H 1.04 -0.91 -0.86  0.226
13 H -0.85 -0.54 -2.46  -0.105
14 H -1.08 0.12 -2.72  0.097

SMILES = C1=COCCO1.[H][H]
Frontier orbital gap = 9.37 eV
Largest force on an atom = 0.258 eV/A
LUMO energy = 0.0391 hartree
Multiplicity = 1